Version 1
Below is a molecular structure, C36H65N5OSi5SnTe, with properties calculated with the ωB97M-V functional and the def2-TZVPD basis.

```
114
Properties=species:S:1:pos:R:3:lowdin_charge:R:1
Sn -0.75628 0.97922 0.98209 1.30
C 3.15245 -0.81757 2.68752 -0.04
C 2.20548 -0.08008 1.95921 -0.15
N 0.98597 0.12962 2.39408 -0.01
C 0.59778 -0.36458 3.59812 -0.15
C 1.48533 -1.09961 4.40563 -0.15
C 2.78416 -1.32991 3.89857 0.01
C 1.07664 -1.52275 5.69309 -0.06
C -0.15855 -1.14984 6.13533 -0.08
C -1.05361 -0.41176 5.33327 -0.02
C -0.73611 -0.04121 4.03565 -0.23
N -1.48067 0.68244 3.14103 -0.08
C -2.73532 1.17813 3.42163 -0.27
C -3.72817 0.60687 4.19710 -0.05
C -4.96456 1.25239 4.41296 -0.08
C -5.23802 2.47790 3.87833 -0.05
C -4.27181 3.08885 3.04237 -0.16
C -4.45248 4.36188 2.45225 0.00
C -3.47977 4.88683 1.65276 -0.03
C -2.33691 4.11000 1.38639 -0.13
N -2.14361 2.92282 1.90544 0.04
C -3.06324 2.42025 2.77398 -0.17
H 4.14406 -0.96525 2.28292 0.11
H 2.45969 0.35385 1.00063 0.07
H 3.48453 -1.90316 4.49532 0.12
H 1.75243 -2.10312 6.30751 0.11
H -0.47549 -1.42302 7.13476 0.11
H -1.99427 -0.11504 5.76852 0.09
H -3.57207 -0.36542 4.64140 0.10
H -5.70230 0.75939 5.03418 0.11
H -6.17229 2.98773 4.07682 0.11
H -5.36576 4.90979 2.65324 0.12
H -3.57916 5.86390 1.20069 0.11
H -1.57273 4.47301 0.70852 0.09
C 0.98247 3.35387 2.38633 -0.13
O 0.62414 2.76301 1.13943 -0.51
Si 1.29351 3.28138 -0.40935 0.28
C 0.78985 5.09885 -0.54130 -0.15
C 3.13140 3.29689 0.00040 -0.16
C 0.69754 2.12819 -1.61106 -0.49
Si 2.06378 1.51703 -2.68494 0.34
C 1.52193 0.41608 -4.11999 -0.20
C 3.36057 0.47148 -1.76596 -0.18
C 3.02715 2.89533 -3.57413 -0.18
Si -0.79176 2.46197 -2.62448 0.32
C -1.60500 0.87858 -3.27071 -0.19
C -0.50900 3.58428 -4.11579 -0.18
C -2.22235 3.30918 -1.71469 -0.19
H 2.03553 3.16724 2.60647 0.09
H 0.36641 2.91403 3.17153 0.08
H 0.80742 4.43283 2.36489 0.09
H 1.67050 5.69265 -0.80333 0.04
H 0.39643 5.51959 0.39093 0.02
H 0.04326 5.25612 -1.32311 0.01
H 3.34589 4.13481 0.67069 0.04
H 3.76351 3.41833 -0.88300 0.03
H 3.44345 2.37714 0.50382 0.02
H 0.91810 -0.44083 -3.80875 0.00
H 2.42898 0.04293 -4.60907 0.04
H 0.95129 0.96867 -4.87079 0.02
H 4.35010 0.93779 -1.77823 0.04
H 3.08684 0.29703 -0.72629 -0.02
H 3.45853 -0.50924 -2.24323 0.01
H 2.53717 3.14900 -4.51853 0.02
H 4.04766 2.57642 -3.81090 0.03
H 3.09331 3.82052 -2.99344 0.02
H -1.27255 0.60814 -4.27546 0.02
H -2.69105 1.01083 -3.31245 0.02
H -1.39020 0.02972 -2.61581 -0.02
H 0.18522 3.14619 -4.83791 0.01
H -0.10060 4.55474 -3.81753 0.03
H -1.45747 3.76096 -4.63383 0.03
H -2.48178 2.82160 -0.77241 -0.01
H -3.10564 3.24800 -2.35731 0.03
H -2.04023 4.36915 -1.51296 0.02
C -1.09160 -4.26054 -3.45051 -0.20
Si -1.74224 -4.32292 -1.69589 0.39
C -2.15388 -6.10270 -1.27767 -0.19
C -3.27448 -3.25047 -1.61372 -0.17
C -0.49879 -3.72077 -0.41559 -0.58
Te 0.63153 -1.99001 -0.99018 1.19
C 1.98491 -3.05634 -2.26458 -0.58
Si 3.48822 -3.86593 -1.48162 0.39
C 2.96661 -5.51396 -0.76003 -0.18
C 4.24926 -2.84137 -0.11588 -0.19
C 4.75143 -4.13555 -2.83644 -0.18
H -1.93215 -4.38567 -4.13937 0.04
H -0.36920 -5.05169 -3.66818 0.03
H -0.62817 -3.29501 -3.66896 0.01
H -2.87033 -6.51736 -1.99218 0.03
H -2.58940 -6.19008 -0.27868 0.03
H -1.25450 -6.72403 -1.30567 0.03
H -4.16972 -3.83896 -1.83448 0.03
H -3.21395 -2.44923 -2.35736 0.03
H -3.39996 -2.79258 -0.62996 -0.01
H 0.20982 -4.49680 -0.12088 -0.01
H -1.03661 -3.41726 0.48794 0.00
H 2.26659 -2.36133 -3.05955 -0.01
H 1.37048 -3.82897 -2.73310 -0.02
H 2.28344 -5.37779 0.08275 0.02
H 3.83744 -6.06147 -0.38961 0.03
H 2.46652 -6.14142 -1.50256 0.03
H 3.46416 -2.42071 0.51785 -0.02
H 4.84998 -2.01550 -0.50433 0.03
H 4.89282 -3.47193 0.50409 0.04
H 4.36593 -4.79292 -3.62009 0.03
H 5.66764 -4.58365 -2.44230 0.03
H 5.01868 -3.18265 -3.30166 0.03
N -3.47601 -1.48697 1.61104 -0.05
N -3.59284 -0.31039 0.81116 -0.09
H -4.35772 -1.72420 2.04931 0.07
H -2.81209 -1.27984 2.34913 0.03
H -4.28708 0.33805 1.17106 0.07
H -3.86444 -0.59216 -0.12238 0.06
```

## Properties
* gap between HOMO and LUMO: 6.162 eV
* LUMO: -0.37 eV
* highest occupied orbital energy: -6.53 eV

Version 2
Below is a molecular structure, C36H65N5OSi5SnTe, with properties calculated with the ωB97M-V functional and the def2-TZVPD basis.

```
114
Properties=species:S:1:pos:R:3:lowdin_charge:R:1
Sn 0.09452 -0.22168 -0.10338 1.38
C 1.45660 -4.86631 1.12397 -0.06
C 1.17429 -3.72530 0.34844 -0.22
N 1.26884 -2.49676 0.80620 0.03
C 1.69121 -2.30170 2.08894 -0.17
C 1.97377 -3.38570 2.94610 -0.17
C 1.83441 -4.69153 2.42124 -0.02
C 2.42376 -3.15286 4.26714 -0.07
C 2.63086 -1.86540 4.66610 -0.08
C 2.39109 -0.77264 3.81216 -0.02
C 1.91449 -0.93900 2.51864 -0.25
N 1.70633 0.00724 1.55639 -0.11
C 2.22602 1.27693 1.58813 -0.25
C 2.29338 2.15151 2.65900 -0.02
C 2.94647 3.39671 2.56672 -0.08
C 3.54223 3.80463 1.41045 -0.05
C 3.42972 2.98848 0.25904 -0.18
C 3.96576 3.37112 -0.98741 -0.01
C 3.76807 2.58013 -2.08087 -0.04
C 2.99949 1.41506 -1.92627 -0.15
N 2.49147 1.01445 -0.78563 0.08
C 2.72846 1.76507 0.32557 -0.18
H 1.35508 -5.84900 0.68492 0.11
H 0.85742 -3.83348 -0.68201 0.06
H 2.04776 -5.53858 3.06281 0.12
H 2.61214 -3.99188 4.92414 0.11
H 2.99494 -1.66381 5.66614 0.11
H 2.61832 0.20911 4.18732 0.08
H 1.80513 1.89571 3.58605 0.10
H 2.97768 4.03189 3.44320 0.11
H 4.06991 4.74715 1.34494 0.11
H 4.52163 4.29845 -1.06000 0.12
H 4.16430 2.83644 -3.05327 0.11
H 2.80469 0.80813 -2.80275 0.09
C 0.36055 3.67948 -0.39002 -0.13
O -0.12891 2.43429 -0.84651 -0.41
Si -1.03399 2.28340 -2.28566 0.24
C 0.21325 2.31289 -3.70204 -0.16
C -1.88577 3.94978 -2.52121 -0.17
C -2.00531 0.79044 -2.00749 -0.52
Si -3.40393 1.25181 -0.87272 0.34
C -4.78878 2.28670 -1.65357 -0.18
C -2.79652 2.23336 0.63020 -0.18
C -4.37097 -0.18387 -0.12536 -0.19
Si -2.51201 -0.19887 -3.45613 0.34
C -3.03075 -1.96760 -2.98830 -0.19
C -1.16721 -0.40992 -4.78931 -0.19
C -3.98513 0.44038 -4.45058 -0.18
H 1.10009 4.09992 -1.08114 0.09
H 0.83275 3.53980 0.58269 0.08
H -0.45484 4.39801 -0.27225 0.08
H 0.91342 3.13558 -3.52622 0.03
H -0.29326 2.51415 -4.64894 0.04
H 0.79418 1.40124 -3.83532 -0.01
H -1.15094 4.75350 -2.62245 0.03
H -2.57784 4.22239 -1.72356 0.02
H -2.45776 3.91611 -3.45299 0.04
H -4.45548 2.94306 -2.45655 0.01
H -5.26034 2.90716 -0.88526 0.03
H -5.56374 1.63499 -2.06361 0.02
H -2.52988 3.26320 0.38128 0.02
H -1.91629 1.78200 1.09341 0.00
H -3.58860 2.27039 1.38357 0.04
H -4.89370 -0.76085 -0.89052 0.01
H -5.13166 0.22554 0.54626 0.04
H -3.74106 -0.86801 0.44470 -0.04
H -2.32260 -2.47494 -2.32565 -0.04
H -3.16247 -2.58906 -3.87882 0.04
H -3.98484 -1.95343 -2.45956 0.01
H -0.14945 -0.46533 -4.40285 -0.01
H -1.19055 0.42821 -5.48916 0.03
H -1.35750 -1.31819 -5.36798 0.03
H -4.91749 0.36817 -3.88663 0.02
H -4.10429 -0.14377 -5.36793 0.03
H -3.85582 1.48813 -4.73343 0.03
C -6.34686 -5.92337 -0.04243 -0.18
Si -4.50296 -5.59406 -0.09736 0.38
C -3.62834 -6.81216 1.02597 -0.19
C -3.86691 -5.77459 -1.84700 -0.19
C -4.19008 -3.83446 0.47408 -0.56
Te -2.10189 -3.35804 0.54484 1.22
C -1.87350 -3.78434 2.62848 -0.55
Si -2.34521 -2.39717 3.81081 0.40
C -4.21246 -2.28552 3.91158 -0.18
C -1.67133 -0.74750 3.25219 -0.18
C -1.61578 -2.83145 5.48033 -0.17
H -6.57356 -6.94657 -0.35043 0.03
H -6.89298 -5.24706 -0.70304 0.03
H -6.73497 -5.78626 0.96932 0.03
H -3.72986 -7.82731 0.63568 0.03
H -4.04692 -6.80320 2.03503 0.03
H -2.56197 -6.58537 1.09600 0.01
H -4.00811 -6.79334 -2.21414 0.03
H -2.79936 -5.54598 -1.89063 0.01
H -4.38169 -5.09483 -2.52959 0.03
H -4.58728 -3.63067 1.46884 0.00
H -4.65025 -3.11425 -0.20504 -0.01
H -0.83211 -4.07803 2.77220 -0.01
H -2.47893 -4.67626 2.80776 0.00
H -4.63315 -1.92443 2.97008 0.02
H -4.51194 -1.58412 4.69364 0.03
H -4.66669 -3.25248 4.14004 0.03
H -2.13059 -0.42930 2.31360 -0.01
H -0.58780 -0.78460 3.11546 0.01
H -1.88092 0.02074 4.00109 0.05
H -1.96065 -3.80891 5.82562 0.03
H -1.88646 -2.09361 6.23877 0.03
H -0.52480 -2.86339 5.41619 0.02
N 0.52645 -2.54184 -2.57262 0.00
N 1.11277 -1.36079 -2.02584 -0.14
H 0.91586 -2.72849 -3.49061 0.09
H -0.46314 -2.36004 -2.69650 0.03
H 1.22445 -0.62321 -2.71737 0.04
H 2.01930 -1.58799 -1.62926 0.08
```

## Properties
* gap between HOMO and LUMO: 6.315 eV
* LUMO: -0.13 eV
* highest occupied orbital energy: -6.45 eV

Most stable structure - version 1; separation to the second - 32.5 kJ/mol.

Version 1
Below is 2 unconnected molecules or ions with the total composition C11H16Si, with properties calculated with the ωB97M-V functional and the def2-TZVPD basis.

```
28
Properties=species:S:1:pos:R:3:lowdin_charge:R:1
C -2.88354 3.54054 0.90048 -0.12
C -3.40457 2.34734 0.64517 -0.15
C -1.49254 3.79125 0.71665 -0.07
C -2.64484 1.33365 0.13241 -0.10
C -0.66211 2.77495 0.19557 -0.13
C -1.21738 1.48488 -0.01059 -0.35
C 2.67379 -1.30610 1.75009 -0.30
C 1.95492 -0.30847 2.18617 0.11
C 2.86774 -1.83013 0.35726 -0.13
C 0.09772 -0.94666 -3.41482 -0.18
C -0.75057 -0.90393 -2.08843 -0.37
Si -0.02928 0.16915 -0.60358 0.83
H -3.45555 4.32524 1.41525 0.11
H -4.45210 2.25377 1.02345 0.13
H -0.96774 4.62602 1.29083 0.12
H -3.09997 0.36836 -0.01359 0.09
H 0.41311 2.88780 0.05460 0.08
H 3.52494 -1.70347 2.24964 0.07
H 1.18188 0.30134 1.76411 -0.04
H 2.93265 -2.95684 0.30390 0.09
H 3.70992 -1.34884 -0.04884 0.05
H 1.99763 -1.33737 -0.28338 0.03
H -0.53445 -1.27741 -4.24579 0.06
H 0.57253 -0.05096 -3.72083 0.03
H 1.05256 -1.63517 -3.21997 0.10
H -0.87271 -1.94204 -1.71626 0.05
H -1.69587 -0.53037 -2.38705 0.03
H 1.17570 0.94191 -0.97434 -0.03
```

## Properties
* gap between HOMO and LUMO (alpha / beta): 8.125 / 7.080 eV
* LUMO (alpha / beta): -0.66 / -0.11 eV
* highest occupied orbital energy (alpha / beta): -8.78 / -7.19 eV

Version 2
Below is C11H16Si in the gas phase, with properties calculated with the ωB97M-V functional and the def2-TZVPD basis.

```
28
Properties=species:S:1:pos:R:3:lowdin_charge:R:1
C 0.77980 -1.15404 -1.93573 -0.11
C 0.47208 -1.98012 -0.97221 -0.03
C 1.63455 0.10321 -1.74371 -0.32
C -1.77425 4.11755 0.45766 -0.07
C -0.17954 1.67078 2.34804 -0.03
C 0.78447 1.40407 -1.87130 -0.25
C -0.96823 3.61298 -0.45787 -0.25
C 0.33459 1.31407 1.19114 -0.27
C -1.29189 -2.52438 0.71387 -0.07
C 0.93269 -3.75833 0.51754 -0.10
C 0.09510 -2.56408 0.11735 -0.37
Si 0.06308 2.05620 -0.42099 0.74
H 0.77569 -1.26835 -3.08374 0.13
H 2.29849 0.02477 -2.58322 0.07
H 2.33302 0.13588 -0.89053 0.10
H -2.44069 4.96094 0.27444 0.07
H -1.84150 3.70751 1.38781 -0.02
H -0.02820 1.24367 3.28726 0.04
H -0.78181 2.65288 2.31203 0.06
H 0.42181 1.62349 -2.97128 0.08
H -1.08266 4.20969 -1.35718 0.05
H 0.87190 0.41523 1.24030 0.03
H -1.50727 -3.61044 1.14948 0.11
H -2.04628 -2.42671 -0.07149 0.07
H -1.42749 -1.70598 1.49996 0.09
H 1.24922 -3.71859 1.57032 0.07
H 1.87539 -3.73719 -0.02190 0.06
H 0.44795 -4.80471 0.31396 0.11
```

## Properties
* structure (SMILES): C=C[Si](C=C)=CCC=C=C(C)C
* gap between HOMO and LUMO: 7.711 eV
* LUMO: 0.17 eV
* highest occupied orbital energy: -7.54 eV

Most stable structure - version 2; separation to the second - 23.0 kJ/mol.